1.
Below is a molecular structure, C34H43BCrN9S3Se, with properties calculated with ωB97M-V with the def2-TZVPD basis set.

Geometry (Å):
1 Cr 3.066 -0.867 0.710
2 C -0.026 -5.111 1.131
3 C -0.527 -3.765 0.724
4 C -1.729 -3.552 0.130
5 C -2.148 -2.241 -0.241
6 N -1.379 -1.212 -0.044
7 N -0.189 -1.429 0.540
8 B 0.613 -0.175 0.829
9 N 0.467 0.312 2.252
10 N -0.837 0.578 2.410
11 C -1.248 1.061 3.546
12 C -0.331 1.255 4.610
13 C 0.990 0.964 4.458
14 C 1.986 1.154 5.554
15 C 1.417 0.480 3.183
16 S 3.063 0.200 2.864
17 C -2.741 1.349 3.636
18 C -3.481 0.007 3.547
19 C -3.101 2.050 4.945
20 C -3.144 2.239 2.454
21 N 0.842 0.673 -0.327
22 N 0.657 -0.087 -1.474
23 C 0.619 0.493 -2.615
24 C 0.772 1.921 -2.738
25 C 1.010 2.685 -1.657
26 C 1.218 4.160 -1.766
27 C 1.105 2.052 -0.344
28 S 1.554 2.914 0.981
29 C 0.387 -0.367 -3.842
30 C 0.232 -1.836 -3.457
31 C -0.898 0.121 -4.528
32 C 1.580 -0.208 -4.794
33 C 0.285 -2.610 0.932
34 S 1.801 -2.652 1.713
35 C -3.510 -2.007 -0.871
36 C -3.751 -0.518 -1.103
37 C -4.593 -2.558 0.068
38 C -3.569 -2.752 -2.213
39 H -0.769 -5.878 0.924
40 H 0.893 -5.348 0.592
41 H 0.215 -5.127 2.194
42 H -2.382 -4.391 -0.073
43 H -0.684 1.637 5.557
44 H 1.494 1.482 6.467
45 H 2.524 0.225 5.749
46 H 2.731 1.897 5.264
47 H -3.214 -0.650 4.377
48 H -4.559 0.174 3.580
49 H -3.236 -0.499 2.611
50 H -2.916 1.418 5.815
51 H -2.553 2.987 5.067
52 H -4.164 2.291 4.939
53 H -2.894 1.767 1.504
54 H -4.219 2.419 2.483
55 H -2.636 3.205 2.501
56 H 0.712 2.373 -3.718
57 H 1.042 4.491 -2.787
58 H 0.558 4.696 -1.084
59 H 2.238 4.423 -1.478
60 H -0.603 -1.976 -2.767
61 H 0.043 -2.423 -4.357
62 H 1.133 -2.223 -2.984
63 H -1.758 0.046 -3.859
64 H -0.819 1.155 -4.869
65 H -1.095 -0.498 -5.404
66 H 2.500 -0.582 -4.340
67 H 1.401 -0.795 -5.696
68 H 1.736 0.827 -5.099
69 H -3.747 0.036 -0.162
70 H -2.985 -0.084 -1.747
71 H -4.722 -0.382 -1.579
72 H -4.551 -2.077 1.047
73 H -5.576 -2.363 -0.361
74 H -4.507 -3.636 0.210
75 H -2.826 -2.367 -2.913
76 H -3.404 -3.824 -2.095
77 H -4.555 -2.617 -2.658
78 Se 4.286 -2.963 -3.494
79 C 3.705 -2.324 -1.969
80 N 3.302 -1.857 -0.968
81 N 3.895 2.771 -4.427
82 C 4.235 2.500 -3.365
83 C 4.602 2.151 -2.021
84 C 5.506 2.917 -1.293
85 C 5.768 2.553 0.014
86 C 5.102 1.469 0.553
87 N 4.237 0.724 -0.147
88 C 4.009 1.048 -1.422
89 H 5.984 3.775 -1.747
90 H 6.467 3.109 0.621
91 H 5.258 1.191 1.586
92 H 3.337 0.408 -1.978

Calculated values
energy: -6479.449607 a.u.
multiplicity: 5
charge: +1
HOMO level (alpha / beta): -0.3660 / -0.3690 hartree


2.
Below is a molecular structure, C34H43BrN3O2Ru, with properties calculated with ωB97M-V with the def2-TZVPD basis set.

Geometry (Å):
1 Ru -0.279 0.229 -1.218
2 Br 5.969 -3.846 -2.529
3 C 4.664 -2.563 -2.208
4 C 5.035 -1.269 -1.861
5 C 4.066 -0.306 -1.670
6 C 2.722 -0.635 -1.824
7 C 2.352 -1.942 -2.105
8 C 3.321 -2.907 -2.307
9 N 1.711 0.389 -1.759
10 C 1.998 1.582 -2.158
11 C 0.930 2.540 -2.376
12 C 1.130 3.862 -2.677
13 C 0.023 4.643 -3.014
14 C -1.230 4.056 -3.070
15 C -1.366 2.721 -2.722
16 N -0.308 1.982 -2.368
17 H 6.080 -1.017 -1.740
18 H 4.372 0.688 -1.362
19 H 1.307 -2.209 -2.190
20 H 3.042 -3.927 -2.541
21 H 3.007 1.830 -2.467
22 H 2.129 4.279 -2.657
23 H 0.147 5.695 -3.247
24 H -2.102 4.620 -3.374
25 H -2.331 2.233 -2.719
26 C -3.327 -0.137 -0.132
27 O -2.494 0.175 -1.295
28 C -2.918 -0.534 -2.494
29 C -2.146 -1.808 -2.594
30 O -0.760 -1.453 -2.772
31 C -0.341 -1.420 -4.164
32 H -4.368 -0.119 -0.446
33 H -3.160 0.636 0.608
34 H -3.084 -1.111 0.270
35 H -2.690 0.114 -3.337
36 H -3.991 -0.707 -2.466
37 H -2.506 -2.423 -3.418
38 H -2.213 -2.387 -1.676
39 H -0.352 -2.432 -4.559
40 H 0.671 -1.029 -4.193
41 H -1.002 -0.783 -4.753
42 C -2.785 4.466 0.251
43 C -2.104 3.490 1.177
44 C -2.153 3.689 2.574
45 C -1.513 2.823 3.471
46 C -1.589 3.060 4.957
47 C -0.837 1.733 2.980
48 C -0.794 1.445 1.578
49 C -1.427 2.403 0.711
50 N -0.209 0.370 1.017
51 C 0.266 -0.901 1.663
52 C -0.008 -1.080 3.170
53 C 0.457 -2.474 3.620
54 C 1.968 -2.603 3.407
55 C 2.267 -2.440 1.914
56 C 1.547 -3.545 1.130
57 C 0.039 -3.418 1.348
58 C -0.284 -3.563 2.841
59 C -0.445 -2.036 0.904
60 C 1.780 -1.059 1.449
61 H -3.697 4.860 0.700
62 H -3.048 4.003 -0.701
63 H -2.132 5.321 0.052
64 H -2.693 4.545 2.964
65 H -1.964 4.055 5.187
66 H -0.614 2.938 5.429
67 H -2.263 2.336 5.418
68 H -0.323 1.118 3.690
69 H -1.401 2.237 -0.355
70 H -1.076 -0.965 3.384
71 H 0.557 -0.342 3.737
72 H 0.230 -2.571 4.680
73 H 2.314 -3.579 3.753
74 H 2.501 -1.843 3.985
75 H 3.343 -2.504 1.744
76 H 1.887 -4.526 1.467
77 H 1.783 -3.473 0.068
78 H -0.492 -4.185 0.781
79 H 0.031 -4.551 3.183
80 H -1.363 -3.485 3.010
81 H -1.519 -1.950 1.063
82 H -0.244 -1.905 -0.199
83 H 1.994 -0.943 0.394
84 H 2.301 -0.259 1.987

Calculated values
energy: -4304.002264 a.u.
multiplicity: 5
charge: +3
HOMO level (alpha / beta): -0.5920 / -0.5924 hartree


3.
Below is a molecular structure, C34H43Cl2N3O10S2SiTa, with properties calculated with ωB97M-V with the def2-TZVPD basis set.

Geometry (Å):
1 Ta 0.652 -1.093 1.375
2 Cl 7.215 1.038 4.502
3 C 5.724 0.791 3.657
4 C 5.051 1.894 3.121
5 C 3.886 1.716 2.426
6 C 3.330 0.426 2.192
7 O 2.272 0.289 1.484
8 C 4.043 -0.678 2.765
9 C 3.567 -2.009 2.562
10 O 2.734 -2.337 1.719
11 C 5.214 -0.471 3.512
12 H 5.464 2.882 3.255
13 H 3.359 2.561 2.012
14 H 4.034 -2.798 3.181
15 H 5.715 -1.327 3.943
16 N -7.686 -4.391 1.357
17 C -6.553 -4.215 1.387
18 C -5.157 -3.988 1.419
19 C -4.449 -3.753 0.237
20 C -3.080 -3.554 0.329
21 N -2.424 -3.586 1.474
22 C -3.094 -3.778 2.594
23 C -4.465 -3.985 2.632
24 H -4.966 -3.743 -0.711
25 H -2.469 -3.353 -0.540
26 H -2.510 -3.753 3.505
27 H -4.985 -4.149 3.565
28 O 0.737 -3.247 3.290
29 S 0.156 -1.916 3.688
30 O 1.203 -0.919 3.515
31 O -0.881 -1.628 2.684
32 O -0.378 -1.976 5.017
33 C -0.109 -0.776 -4.122
34 C -0.312 -1.032 -2.623
35 C -1.708 -0.523 -2.250
36 C -0.321 -2.553 -2.428
37 Si 1.065 -0.180 -1.377
38 C 0.963 1.854 -1.603
39 C -0.260 2.382 -0.847
40 C 2.177 2.525 -0.949
41 C 0.859 2.344 -3.052
42 C 2.940 -0.723 -2.016
43 C 2.968 -2.235 -2.268
44 C 3.965 -0.469 -0.905
45 C 3.457 -0.023 -3.281
46 H -0.840 -1.353 -4.690
47 H 0.882 -1.078 -4.440
48 H -0.250 0.268 -4.372
49 H -2.466 -1.110 -2.771
50 H -1.837 0.514 -2.550
51 H -1.866 -0.613 -1.181
52 H -1.240 -2.969 -2.841
53 H -0.253 -2.812 -1.376
54 H 0.511 -3.015 -2.945
55 H -0.141 2.206 0.216
56 H -1.176 1.903 -1.172
57 H -0.362 3.456 -1.013
58 H 2.292 2.152 0.063
59 H 2.026 3.605 -0.909
60 H 3.090 2.338 -1.503
61 H -0.119 2.120 -3.463
62 H 1.613 1.892 -3.683
63 H 0.990 3.425 -3.084
64 H 2.478 -2.760 -1.453
65 H 4.002 -2.575 -2.331
66 H 2.482 -2.482 -3.206
67 H 3.760 -1.121 -0.064
68 H 3.956 0.556 -0.555
69 H 4.966 -0.689 -1.277
70 H 2.758 -0.117 -4.104
71 H 4.402 -0.473 -3.586
72 H 3.638 1.031 -3.098
73 O 1.427 -4.801 1.298
74 S 0.280 -3.931 1.499
75 N 0.362 -2.723 0.547
76 C -2.325 5.439 0.808
77 C -3.013 4.345 0.054
78 C -3.561 4.573 -1.194
79 C -4.216 3.555 -1.867
80 Cl -4.912 3.877 -3.422
81 C -4.327 2.296 -1.312
82 C -3.773 2.052 -0.067
83 C -3.118 3.065 0.624
84 O -2.582 2.942 1.869
85 C -2.507 1.672 2.481
86 C -1.506 0.725 1.772
87 O -1.933 -0.086 0.945
88 O -0.293 0.861 2.054
89 H -1.970 6.210 0.129
90 H -1.493 5.030 1.372
91 H -3.018 5.891 1.517
92 H -3.474 5.549 -1.644
93 H -4.840 1.507 -1.840
94 H -3.818 1.052 0.330
95 H -3.491 1.190 2.522
96 H -2.135 1.869 3.490

Calculated values
energy: -4301.482016 a.u.
charge: -1
HOMO level: -0.2039 hartree